Entry one
9
Properties=species:S:1:pos:R:3:lowdin_charge:R:1 method="wB97M-V/def2-TZVPD" spin_multiplicity=1 orbital_gap_ev="5.437 / 3.718" charge=0 homo_ev="-8.47 / -7.11" lumo_ev="-3.03 / -3.39" molar_mass_g_mol=130.20
C 1.551 0.744 0.399 -0.328
C 0.936 -0.432 -0.235 -0.088
C -1.359 -1.043 0.400 -0.441
N 1.106 1.478 1.273 0.168
N -0.269 -0.778 -0.044 0.006
S -2.973 -0.724 0.101 0.385
S -3.106 0.892 -1.019 0.070
H 2.555 0.907 -0.010 0.108
H 1.559 -1.045 -0.864 0.121



Entry two
9
Properties=species:S:1:pos:R:3:lowdin_charge:R:1 method="wB97M-V/def2-TZVPD" spin_multiplicity=1 orbital_gap_ev=8.257 charge=0 homo_ev=-9.64 lumo_ev=-1.39 molar_mass_g_mol=130.20 smiles="C=NSC(=S)C#N"
C -2.116 -0.331 0.076 -0.122
N -0.870 -0.025 -0.046 -0.371
S 0.309 -1.247 -0.101 0.896
C 1.798 -0.263 -0.023 -1.142
S 3.275 -0.866 0.027 0.733
C 1.520 1.186 -0.109 -0.331
N 1.417 2.339 -0.017 0.172
H -2.524 -1.360 0.091 0.072
H -2.809 0.567 0.103 0.094



Stability summary: most stable entry two, least stable entry one.



Entry one
49
Properties=species:S:1:pos:R:3:lowdin_charge:R:1 method="wB97M-V/def2-TZVPD" spin_multiplicity=1 orbital_gap_ev=8.731 charge=0 homo_ev=-8.47 lumo_ev=0.26 molar_mass_g_mol=344.42
C 8.199 1.145 3.634 -0.092
H 8.774 0.337 3.716 0.022
H 8.310 1.849 4.250 -0.013
C 6.753 0.776 3.541 -0.198
C 5.772 2.123 3.342 -0.166
C 5.829 2.504 2.064 -0.370
O 5.452 1.513 1.227 -0.017
C 4.190 1.173 0.769 -0.309
C 3.135 1.749 1.450 -0.004
C 1.726 1.293 1.283 0.076
C 1.653 0.047 0.334 -0.108
C 2.766 -0.386 -0.355 -0.045
C 3.842 0.280 -0.034 -0.101
H 4.740 -0.470 -0.541 0.209
H 2.475 -1.103 -1.044 0.090
N 0.253 -0.236 0.335 0.155
C -0.361 -1.070 -0.492 -0.249
O 0.337 -1.911 -1.249 -0.038
C -1.845 -1.316 -0.606 -0.494
O -2.393 -0.575 0.334 -0.028
N -2.246 -2.164 -1.273 0.117
H -1.522 -2.890 -1.645 0.223
C -3.678 -2.660 -1.347 -0.202
C -4.210 -2.280 -2.582 -0.168
H -3.493 -2.576 -3.768 0.192
H -5.312 -2.614 -2.891 0.128
C -4.408 -0.481 -2.821 -0.226
N -5.397 -0.192 -2.255 -0.135
C -6.682 -0.021 -2.374 -0.236
N -7.531 0.499 -1.511 0.117
C -6.599 0.726 -0.642 -0.277
C -5.309 0.533 -0.952 0.004
H -4.456 0.455 -0.341 0.076
H -7.015 1.351 0.411 0.174
H -7.063 -0.273 -3.421 0.154
H -3.388 -0.358 -2.670 0.084
H -4.498 -0.319 -4.113 0.196
H -3.895 -3.770 -0.965 0.175
H -4.208 -2.026 -0.561 0.136
H -0.370 0.144 0.777 0.008
H 0.813 1.684 1.932 0.142
H 3.301 2.356 2.421 0.120
H 5.242 3.371 1.973 0.122
H 6.822 2.855 1.775 0.143
H 6.200 2.716 4.022 0.073
H 4.655 1.577 3.603 0.185
H 6.468 0.290 4.567 0.135
H 6.483 0.105 2.814 0.058
H 8.570 1.620 2.494 0.162



Entry two
49
Properties=species:S:1:pos:R:3:lowdin_charge:R:1 method="wB97M-V/def2-TZVPD" spin_multiplicity=1 orbital_gap_ev=6.477 charge=0 homo_ev=-7.71 lumo_ev=-1.23 molar_mass_g_mol=344.42 smiles="COc1cc(CNN2CCOCC2)cc2c1=C1NCCC[C@H]1C(=O)N=2"
C 2.723 -1.714 -1.933 -0.105
O 1.640 -1.994 -1.098 -0.134
C 0.925 -0.881 -0.577 -0.190
C 0.217 -0.054 -1.384 0.022
C -0.617 0.937 -0.778 -0.217
C -1.647 1.641 -1.610 -0.155
N -2.588 0.514 -1.948 0.005
N -4.111 0.693 -1.688 -0.145
C -5.152 0.156 -2.559 -0.163
C -5.766 -1.067 -1.816 -0.174
O -6.336 -0.415 -0.630 -0.165
C -5.315 -0.109 0.374 -0.161
C -4.423 0.939 -0.268 -0.177
C -0.604 1.153 0.578 0.036
C -0.026 0.142 1.382 -0.259
C 0.802 -0.833 0.844 -0.021
C 1.522 -1.725 1.743 0.009
N 2.574 -2.648 1.451 0.035
C 3.859 -2.455 2.136 -0.201
C 3.702 -2.450 3.645 -0.207
C 2.735 -1.351 3.858 -0.186
C 1.301 -1.689 3.319 -0.106
C 0.375 -0.540 3.560 -0.490
O -0.041 -0.290 4.694 0.042
N -0.161 0.304 2.670 0.157
H 3.292 -2.660 -2.111 0.106
H 2.438 -1.258 -2.915 0.094
H 3.323 -0.908 -1.540 0.086
H 0.139 -0.293 -2.445 0.137
H -1.245 2.106 -2.498 0.100
H -2.147 2.492 -1.080 0.127
H -2.252 -0.352 -1.451 0.115
H -4.872 -0.263 -3.583 0.132
H -6.019 0.876 -2.661 0.130
H -5.060 -1.873 -1.521 0.125
H -6.413 -1.441 -2.571 0.092
H -5.596 0.236 1.387 0.130
H -4.670 -0.978 0.550 0.113
H -4.733 2.021 -0.135 0.137
H -3.514 0.739 0.166 0.065
H -1.284 1.805 1.143 0.134
H 2.588 -3.123 0.531 0.135
H 4.531 -3.252 1.864 0.112
H 4.177 -1.410 1.803 0.141
H 3.088 -3.397 4.026 0.168
H 4.642 -2.194 4.131 0.119
H 2.655 -1.316 4.938 0.120
H 3.203 -0.435 3.414 0.147
H 0.818 -2.603 3.793 0.186



Stability summary: most stable entry two, least stable entry one.



Entry one
22
Properties=species:S:1:pos:R:3:lowdin_charge:R:1 method="wB97M-V/def2-TZVPD" spin_multiplicity=1 orbital_gap_ev=9.343 charge=0 homo_ev=-8.87 lumo_ev=0.47 molar_mass_g_mol=186.24 smiles="O=C(O)CSCCn1cccn1"
O -2.711 -0.589 -1.122 0.060
C -2.873 0.347 -0.327 -0.497
O -3.872 1.240 -0.304 0.122
C -1.831 0.682 0.830 -0.413
S -0.941 -0.743 1.556 0.853
C -0.305 -1.723 0.153 -0.505
C 0.257 -1.003 -1.005 -0.185
N 1.390 -0.126 -0.587 -0.168
C 2.613 -0.529 -0.217 -0.119
C 3.241 0.533 0.269 -0.085
C 2.283 1.593 0.201 -0.164
N 1.214 1.149 -0.352 0.037
H -3.633 1.904 0.316 0.080
H -2.526 0.998 1.790 0.122
H -1.090 1.508 0.589 0.076
H 0.437 -2.370 0.667 0.066
H -1.082 -2.563 -0.219 0.131
H 0.568 -1.704 -1.757 0.122
H -0.470 -0.303 -1.401 0.101
H 2.778 -1.628 -0.212 0.141
H 4.274 0.637 0.606 0.097
H 2.281 2.690 0.524 0.128



Entry two
22
Properties=species:S:1:pos:R:3:lowdin_charge:R:1 method="wB97M-V/def2-TZVPD" spin_multiplicity=1 orbital_gap_ev=9.613 charge=0 homo_ev=-8.78 lumo_ev=0.83 molar_mass_g_mol=186.24
C 3.547 -0.308 0.060 -0.090
C 2.964 -0.445 1.289 -0.077
C 2.741 0.049 -1.019 -0.093
C 1.567 -0.415 1.421 -0.011
C 1.435 0.345 -0.820 -0.039
C 0.753 0.025 0.369 -0.339
C -3.537 2.255 -0.593 -0.141
N -1.079 -1.622 -1.129 -0.278
N -4.067 1.251 -0.097 -0.009
O -1.655 -1.950 1.146 -0.250
O -0.574 0.301 0.664 -0.290
S -1.741 -0.854 -0.041 0.957
H 4.532 -0.125 -0.193 0.080
H 3.401 -0.820 2.192 0.097
H 3.225 -0.120 -1.937 0.096
H 1.303 -0.628 2.406 0.093
H 0.858 0.576 -1.697 0.103
H -3.745 3.231 -0.307 0.046
H -2.657 2.079 -1.104 0.030
H -1.166 -2.675 0.921 0.005
H -1.200 -1.405 -2.107 0.021
H -4.907 1.255 0.575 0.089



Entry three
22
Properties=species:S:1:pos:R:3:lowdin_charge:R:1 method="wB97M-V/def2-TZVPD" spin_multiplicity=1 orbital_gap_ev=9.321 charge=0 homo_ev=-8.98 lumo_ev=0.35 molar_mass_g_mol=186.24 smiles="NC[C@]1(c2cccs2)OC1=O.N"
N -0.168 -0.523 3.105 0.010
C 0.082 0.145 1.858 -0.269
C 0.479 -0.685 0.597 -0.316
C -0.513 -0.580 -0.426 -0.478
C -0.379 -1.138 -1.657 -0.125
C -1.566 -1.400 -2.280 -0.132
C -2.585 -0.864 -1.498 -0.420
S -2.137 -0.036 -0.106 1.114
O 0.827 -2.135 0.962 0.156
C 1.725 -1.369 0.388 -0.508
O 2.771 -1.383 -0.126 0.172
H -1.062 -1.076 2.970 0.096
H 0.560 -1.280 3.388 0.116
H 0.892 0.869 1.814 0.100
H -0.749 0.701 1.609 0.027
H 0.563 -1.458 -2.027 0.123
H -1.670 -1.892 -3.211 0.101
H -3.561 -0.730 -1.915 0.059
N 1.540 1.513 -0.313 0.033
H 1.893 2.497 -0.558 0.074
H 2.425 1.040 -0.334 0.006
H 1.289 1.019 -1.219 0.059



Stability summary: most stable entry one, least stable entry two.



Entry one
88
Properties=species:S:1:pos:R:3:lowdin_charge:R:1 method="wB97M-V/def2-TZVPD" spin_multiplicity=1 orbital_gap_ev="6.100 / 6.105" charge=+2 homo_ev="-12.52 / -12.52" lumo_ev="-6.42 / -6.41" molar_mass_g_mol=781.34
Ti 0.026 -0.217 0.021 0.943
C 0.901 -1.513 2.220 -0.081
C 1.416 -1.942 0.980 -0.170
C 0.795 -3.008 0.313 -0.068
C -0.307 -3.634 0.872 -0.076
C -0.799 -3.212 2.104 -0.051
C -0.205 -2.147 2.770 -0.046
H 1.438 -0.767 2.792 0.129
H 2.414 -1.639 0.681 0.103
H 1.242 -3.397 -0.592 0.131
H -0.744 -4.493 0.382 0.117
H -1.628 -3.734 2.566 0.123
H -0.568 -1.853 3.746 0.130
N -1.109 1.522 -1.165 0.087
C -1.626 0.694 -2.281 -0.255
C -2.185 1.486 -3.474 -0.111
C -1.216 1.945 -4.579 -0.142
C -0.993 1.033 -5.827 -0.117
N -1.661 -0.276 -5.879 0.097
C -1.094 -1.476 -6.000 -0.423
N -1.868 -2.524 -6.318 0.206
N 0.211 -1.661 -5.849 0.229
C -0.376 -0.177 -2.460 -0.604
O 0.499 0.096 -3.258 0.040
O -0.279 -1.115 -1.554 -0.191
H -1.855 1.991 -0.660 0.128
H -0.482 2.239 -1.534 0.099
H -2.406 0.053 -1.874 0.102
H -2.616 2.386 -3.031 0.124
H -3.018 0.932 -3.909 0.111
H -0.248 2.174 -4.136 0.101
H -1.612 2.882 -4.968 0.115
H 0.070 0.884 -5.993 0.118
H -1.378 1.577 -6.688 0.128
H -2.641 -0.239 -6.109 0.157
H -2.818 -2.408 -6.627 0.130
H -1.463 -3.436 -6.435 0.130
H 0.747 -1.003 -5.295 0.110
H 0.587 -2.592 -5.919 0.137
O -3.596 1.892 3.350 0.085
C -2.525 2.690 3.414 -0.250
C -2.631 3.849 4.183 0.010
C -1.578 4.732 4.273 -0.039
C -0.383 4.491 3.588 -0.063
C -0.261 3.350 2.837 -0.017
C -1.313 2.421 2.742 -0.075
C -1.135 1.248 1.907 -0.357
O 0.018 1.038 1.288 -0.202
N -2.130 0.426 1.699 0.029
N -1.846 -0.532 0.730 -0.178
C -2.854 -1.328 0.512 -0.864
S -2.935 -2.424 -0.846 0.985
C -4.313 -3.392 -0.143 -0.468
C -5.248 -2.421 0.536 -0.473
S -4.248 -1.286 1.550 1.044
H -3.395 1.118 2.797 0.040
H -3.568 4.032 4.691 0.130
H -1.680 5.627 4.871 0.119
H 0.433 5.197 3.639 0.112
H 0.652 3.153 2.293 0.090
H -3.889 -4.105 0.565 0.084
H -4.794 -3.925 -0.960 0.092
H -5.946 -2.927 1.202 0.095
H -5.808 -1.823 -0.181 0.087
Ge 2.247 0.719 -0.975 0.972
C 2.297 2.452 -1.916 -0.357
C 2.938 2.526 -3.151 -0.129
C 3.104 3.750 -3.784 -0.075
C 2.615 4.908 -3.194 -0.075
C 1.975 4.846 -1.965 -0.077
C 1.809 3.621 -1.333 -0.132
C 3.463 0.769 0.609 -0.359
C 3.167 1.472 1.774 -0.125
C 4.090 1.543 2.810 -0.070
C 5.308 0.888 2.695 -0.071
C 5.609 0.177 1.542 -0.070
C 4.686 0.108 0.506 -0.131
H 3.057 -0.199 -1.928 0.003
H 3.324 1.621 -3.607 0.090
H 3.625 3.803 -4.732 0.108
H 2.735 5.861 -3.692 0.110
H 1.616 5.753 -1.494 0.109
H 1.318 3.577 -0.363 0.092
H 2.216 1.975 1.867 0.060
H 3.854 2.110 3.702 0.109
H 6.022 0.931 3.506 0.111
H 6.564 -0.323 1.448 0.110
H 4.930 -0.440 -0.397 0.089



Entry two
88
Properties=species:S:1:pos:R:3:lowdin_charge:R:1 method="wB97M-V/def2-TZVPD" spin_multiplicity=1 orbital_gap_ev="6.722 / 6.721" charge=+2 homo_ev="-12.27 / -12.27" lumo_ev="-5.54 / -5.55" molar_mass_g_mol=781.34
Ti 0.832 -0.298 -0.224 0.982
C 3.072 1.276 -0.398 -0.158
C 3.590 0.981 0.864 -0.083
C 3.260 1.762 1.964 -0.063
C 2.379 2.824 1.817 -0.069
C 1.835 3.110 0.573 -0.086
C 2.189 2.351 -0.537 -0.121
H 3.410 0.702 -1.253 0.112
H 4.276 0.151 0.978 0.120
H 3.688 1.536 2.931 0.121
H 2.119 3.433 2.673 0.119
H 1.160 3.950 0.460 0.115
H 1.816 2.621 -1.516 0.104
N -1.843 2.590 -2.110 0.093
C -1.126 1.689 -2.983 -0.317
C -2.121 0.892 -3.839 -0.128
C -1.554 -0.276 -4.645 -0.155
C -0.619 0.077 -5.796 -0.148
N 0.698 0.491 -5.304 0.100
C 1.639 1.038 -6.056 -0.424
N 1.452 1.221 -7.362 0.228
N 2.785 1.430 -5.492 0.216
C -0.344 0.705 -2.136 -0.569
O 0.890 0.433 -2.321 -0.086
O -0.912 0.095 -1.186 -0.166
H -2.716 2.906 -2.511 0.094
H -1.306 3.397 -1.827 0.094
H -0.393 2.186 -3.632 0.145
H -2.620 1.599 -4.508 0.132
H -2.886 0.504 -3.163 0.131
H -2.395 -0.811 -5.087 0.130
H -1.064 -1.007 -3.993 0.127
H -1.047 0.894 -6.385 0.133
H -0.503 -0.793 -6.446 0.135
H 0.927 0.321 -4.329 0.116
H 0.645 0.845 -7.829 0.121
H 2.161 1.645 -7.936 0.138
H 2.934 1.311 -4.504 0.124
H 3.554 1.770 -6.043 0.134
O 1.900 -5.130 2.103 0.086
C 3.019 -4.738 1.476 -0.248
C 4.151 -5.543 1.638 0.009
C 5.337 -5.198 1.034 -0.047
C 5.436 -4.046 0.246 -0.071
C 4.327 -3.254 0.077 -0.026
C 3.103 -3.580 0.684 -0.083
C 1.953 -2.718 0.481 -0.350
O 2.087 -1.661 -0.319 -0.151
N 0.806 -2.919 1.052 0.032
N -0.106 -1.927 0.677 -0.164
C -1.283 -2.157 1.173 -0.860
S -2.599 -1.044 0.902 0.972
C -3.603 -1.694 2.269 -0.423
C -3.410 -3.197 2.279 -0.457
S -1.629 -3.531 2.150 1.058
H 1.186 -4.494 1.918 0.052
H 4.060 -6.430 2.249 0.128
H 6.203 -5.831 1.171 0.117
H 6.374 -3.787 -0.223 0.108
H 4.382 -2.364 -0.535 0.109
H -4.636 -1.408 2.076 0.102
H -3.254 -1.233 3.194 0.071
H -3.922 -3.685 1.451 0.089
H -3.753 -3.634 3.216 0.097
Ge -1.178 1.079 1.711 1.066
C -1.097 0.394 3.540 -0.375
C -0.022 -0.444 3.865 -0.139
C 0.079 -1.040 5.112 -0.066
C -0.899 -0.800 6.067 -0.058
C -1.971 0.033 5.770 -0.066
C -2.068 0.619 4.519 -0.126
C -2.721 2.291 1.707 -0.378
C -3.779 2.189 0.801 -0.148
C -4.806 3.119 0.791 -0.077
C -4.778 4.195 1.670 -0.067
C -3.722 4.329 2.558 -0.070
C -2.708 3.382 2.579 -0.133
H 1.081 0.408 1.213 -0.021
H 0.759 -0.628 3.134 0.071
H 0.917 -1.683 5.345 0.112
H -0.823 -1.255 7.046 0.114
H -2.726 0.225 6.520 0.113
H -2.915 1.262 4.306 0.100
H -3.810 1.377 0.083 0.071
H -5.629 3.009 0.097 0.108
H -5.577 4.924 1.663 0.112
H -3.693 5.163 3.246 0.112
H -1.909 3.500 3.305 0.104



Stability summary: most stable entry two, least stable entry one.